# 1
# C14H12N3NaO6S4

A structure of composition C14H12N3NaO6S4 in a non-equilibrium geometry (wB97M-V/def2-TZVPD, OMol25).

Structure (XYZ):
```
40
Properties=species:S:1:pos:R:3
C 2.620 0.098 -2.699
C -4.206 0.723 -0.988
C 0.517 0.102 -3.593
C -6.538 -0.738 -1.382
C 2.382 0.015 -5.083
O -1.712 1.352 -1.622
H -7.529 1.157 -1.509
C 1.008 0.046 -4.896
N 1.296 0.130 -2.537
C 3.258 -0.416 1.853
C 3.631 -1.833 4.207
C 3.203 0.048 -3.977
H 2.809 -0.049 -6.077
S -2.758 1.784 -0.706
H -5.415 2.446 -1.150
H 4.183 -1.875 5.141
S 1.716 -0.192 2.433
C 3.442 0.053 -1.520
C -5.324 -1.380 -1.209
C -5.421 1.368 -1.167
H 4.532 0.077 -1.666
O -3.108 -3.020 -0.845
N 3.774 -0.293 0.663
H -5.241 -2.456 -1.214
C -6.585 0.647 -1.368
S -2.631 -1.640 -0.918
H -0.539 0.105 -3.376
O -1.923 -1.365 -2.157
H 3.492 -2.836 3.807
C -4.158 -0.656 -1.014
S 4.588 -0.861 3.012
H 4.278 0.011 -4.083
N 2.919 -0.099 -0.357
O -1.918 -1.225 0.280
H 0.332 0.017 -5.738
Na -0.629 0.164 -0.267
O -2.384 1.614 0.688
O -3.256 3.127 -1.005
H 2.668 -1.338 4.329
H -7.444 -1.312 -1.538
```

Calculated values
Multiplicity: 1
Orbital gap, eV: 6.3
Charge: -2
E_tot, eV: -79228.50589
LUMO level, eV: 4.2

=====

# 2
# C14H12N3OPdTe4

A structure of composition C14H12N3OPdTe4 (wB97M-V/def2-TZVPD, OMol25).

Structure (XYZ):
```
35
Properties=species:S:1:pos:R:3
H -5.336 -0.321 -2.516
C -1.256 0.671 2.225
C 3.814 0.395 1.523
C -2.397 0.359 -0.078
C -3.191 -0.117 -2.364
H -3.597 -0.389 1.450
H 6.423 -1.425 -0.658
C 6.078 -0.333 1.157
C -1.177 0.566 0.737
C -4.589 0.070 -1.833
H 4.048 -1.282 -1.392
H -3.095 0.299 -3.362
H 5.430 0.775 2.877
Te -2.265 2.615 -1.945
O 1.756 -0.645 -1.297
H -1.490 -0.303 2.662
C 4.371 -0.838 -0.460
H -5.629 -0.166 0.049
C 5.135 0.321 1.939
H 3.068 0.899 2.121
C 2.005 -0.114 -0.165
Te -4.975 2.260 -1.799
C 3.423 -0.184 0.319
N -2.211 0.583 -1.505
C -4.717 -0.503 -0.439
H -0.294 0.996 2.615
C 5.692 -0.913 -0.044
H 7.110 -0.392 1.483
N 1.157 0.485 0.657
Te -4.995 -2.667 -0.607
H -2.039 1.370 2.520
Pd -0.354 -0.334 -1.816
N -0.078 0.505 0.080
Te -2.288 -2.088 -2.526
C -3.537 -0.156 0.394
```

Calculated values
Multiplicity: 1
Orbital gap, eV: 4.7
Charge: -1
E_tot, eV: -53882.49935
LUMO level, eV: 1.7

=====

# 3
# C14H12N6O2S

An isolated molecule of C14H12N6O2S in a non-equilibrium geometry (wB97M-V/def2-TZVPD, OMol25).

Structure (XYZ):
```
35
Properties=species:S:1:pos:R:3
N -0.477 0.854 -1.191
C 0.269 -0.397 1.248
C 2.670 -0.495 4.807
N -0.706 -1.221 0.858
H 1.506 -2.219 4.034
H -2.358 -0.137 -2.631
C -1.897 0.740 -3.098
N 2.629 2.180 1.225
N 0.805 -0.664 2.395
C 2.661 0.425 3.670
C -0.265 2.466 -3.029
H -1.098 -1.869 1.567
C 2.285 -2.395 6.152
C 0.807 0.764 0.606
C -2.361 1.235 -4.324
C -1.756 2.319 -4.945
H 3.303 -1.978 7.996
H 0.568 3.025 -2.583
H -2.999 2.259 -6.411
H -0.249 3.815 -4.765
N 0.492 1.403 -0.590
H 2.389 2.877 0.532
H -1.299 -0.816 0.143
C 2.998 -1.646 7.021
N 1.812 0.286 2.564
H 3.234 2.455 2.006
H 1.954 -3.424 6.410
S 3.500 -0.106 6.320
C -0.692 2.957 -4.280
O 3.383 1.414 3.749
C 2.065 -1.724 4.863
H -3.229 0.740 -4.778
C -0.874 1.369 -2.416
C 1.797 1.151 1.455
O -2.345 2.876 -6.058
```

Calculated values
Multiplicity: 1
SMILES string: Nc1nn(C(=O)c2cccs2)c(N)c1/N=N/c1ccc(O)cc1
Orbital gap, eV: 7.5
E_tot, eV: -38582.16017
LUMO level, eV: -0.3

=====

# 4
# C14H12O

A cluster of 2 separate species, C14H12O in total in a non-equilibrium geometry (wB97M-V/def2-TZVPD, OMol25).

Structure (XYZ):
```
27
Properties=species:S:1:pos:R:3
H -1.189 -0.393 -0.386
C 0.878 -1.713 0.644
C -1.173 -0.413 0.650
H 1.953 -0.286 -2.214
C 0.129 2.463 -2.354
H 0.391 0.157 -4.486
H -2.909 0.905 0.892
H 4.000 -2.597 2.212
C -2.125 0.312 2.821
H -2.782 0.942 3.395
C 3.120 -2.319 1.823
H -1.354 2.183 -4.006
C 0.106 0.443 -3.449
H -1.238 -0.560 4.673
C 1.212 0.508 -2.374
H 1.709 1.899 -0.806
C -0.229 -1.133 1.452
C -0.470 1.851 -3.405
H 0.318 -1.889 3.302
C -2.095 0.322 1.427
H 0.109 3.519 -2.225
O 0.805 -1.734 -0.581
H -0.701 -0.273 -3.012
C -1.252 -0.455 3.543
C 2.012 -2.125 1.319
C 1.105 1.618 -1.690
C -0.329 -1.232 2.832
```

Calculated values
Multiplicity: 1
SMILES string: C#CC(=O)c1ccccc1.C1=CCC=C1
Orbital gap, eV: 7.8
E_tot, eV: -16755.66626
LUMO level, eV: -0.5

=====

# 5
# C14H13AgF6I2N2O6PS2

A structure of composition C14H13AgF6I2N2O6PS2 (wB97M-V/def2-TZVPD, OMol25).

Structure (XYZ):
```
47
Properties=species:S:1:pos:R:3
H -1.106 -1.532 -3.382
O 2.492 -3.170 3.047
O 1.577 1.010 2.435
S 1.819 -3.171 0.269
H -2.503 1.261 -4.780
F 3.185 0.938 -4.267
N -0.853 -0.566 -3.256
H -0.690 2.065 -2.463
H 0.501 -0.323 -1.601
H -1.315 3.165 5.117
C -1.705 0.166 -2.338
O -1.971 0.254 0.037
O 3.981 -4.522 1.650
S 3.236 -3.295 1.806
F 4.497 -0.149 -2.735
N -0.155 -1.075 2.327
C -0.949 -2.111 2.264
I -3.778 1.448 5.596
C -1.097 2.275 4.542
Ag 1.951 -0.905 1.300
H -0.598 -2.950 1.673
C -2.000 1.245 4.510
H -2.820 -3.010 2.850
H -0.917 -0.406 -5.375
C -1.718 0.073 3.761
I 1.433 3.811 3.954
C 0.492 1.096 3.069
C -1.509 1.437 -4.355
C -1.608 1.614 -2.841
F 4.067 2.089 -2.480
F 1.818 1.663 -2.587
C -2.185 -2.138 2.929
C -2.565 -1.052 3.665
H -1.075 2.305 -4.851
C 0.113 2.204 3.848
P 3.175 0.760 -2.648
O 0.072 -0.163 -0.732
C -0.495 0.008 3.055
O 4.013 -2.067 1.500
H -2.456 2.212 -2.512
F 2.240 -0.575 -2.822
F 3.111 0.563 -1.045
H 0.419 0.452 -4.592
H -3.514 -1.041 4.185
C -0.635 0.187 -4.500
H -2.751 -0.164 -2.334
C -1.223 0.084 -0.894
```

Calculated values
Multiplicity: 2
Orbital gap (alpha / beta), eV: 6.1 / 5.7
Charge: -2
Expectation value of S²: 0.76
E_tot, eV: -97468.79606
LUMO level (alpha / beta), eV: 3.4 / 3.1

=====

# 6
# C14H13AsFN3O6RuS3

A structure of composition C14H13AsFN3O6RuS3 in a non-equilibrium geometry (wB97M-V/def2-TZVPD, OMol25).

Structure (XYZ):
```
42
Properties=species:S:1:pos:R:3
S 0.374 -5.267 1.511
S 0.133 -2.305 2.059
N -1.295 -2.341 -0.206
H 1.743 -5.924 3.282
C -4.325 1.006 -1.259
C 1.849 3.409 0.905
C -2.264 -2.127 -1.030
N -2.225 -0.117 0.118
C 1.305 -4.962 3.022
O 2.129 1.338 3.047
H 1.858 -0.520 -3.666
H 2.113 5.415 0.197
As 2.086 -0.177 -1.465
C 2.043 1.653 -0.762
C 2.296 2.623 -1.721
C -3.899 -0.275 -1.570
C -2.611 1.131 0.394
H -2.051 1.645 1.162
O 3.545 -0.872 -1.538
F -0.342 0.898 -0.843
H -4.369 -0.860 -2.347
H -5.151 1.450 -1.799
H 1.696 3.691 1.939
H 2.099 -4.238 2.849
C -3.675 1.717 -0.261
C 2.318 3.968 -1.374
C 1.825 2.070 0.555
Ru -0.302 -0.667 0.429
O 0.021 0.737 1.955
H 2.513 4.709 -2.139
O 0.827 -1.322 -0.946
C 2.091 4.366 -0.068
S 1.525 0.900 1.836
H 0.657 -4.630 3.829
O 1.528 0.190 -3.101
H -2.671 -2.908 -1.656
C -0.172 -3.677 1.082
H 2.467 2.327 -2.746
O 1.969 -0.367 1.225
H -3.970 2.723 0.000
N -0.856 -3.611 -0.031
C -2.828 -0.798 -0.870
```

Calculated values
Multiplicity: 1
Orbital gap, eV: 7.0
E_tot, eV: -130126.17137
LUMO level, eV: -1.8

=====

# 7
# C14H13Br2N4OSY

A structure of composition C14H13Br2N4OSY (wB97M-V/def2-TZVPD, OMol25).

Structure (XYZ):
```
36
Properties=species:S:1:pos:R:3
C -1.476 0.845 -1.852
H -0.682 5.197 0.508
H -1.927 1.721 -1.407
C -1.520 1.691 1.875
C -0.924 4.213 0.889
H -1.495 -1.097 -4.620
H 1.760 -6.479 -1.298
H 0.446 -5.838 -2.350
N 0.852 -0.102 0.782
C 1.203 -5.607 -1.612
C -1.247 -0.721 -3.638
Br 2.433 -4.290 -2.299
C 1.961 -0.524 2.701
H 3.007 -0.599 4.456
C -1.854 0.406 -3.109
H -2.779 2.699 3.281
C -0.496 0.153 -1.147
N 2.417 -0.036 3.874
S 2.278 -2.202 2.395
C -0.294 -1.364 -2.867
C -0.646 1.823 0.800
H 0.209 -2.245 -3.251
H -2.251 4.953 2.402
N 0.071 -0.956 -1.656
C -1.802 4.076 1.953
H -2.610 0.941 -3.668
Br 0.318 -4.875 -0.058
N 1.284 0.355 1.983
O 3.386 -1.507 -1.456
C -0.047 0.607 0.190
C -2.099 2.812 2.446
H 0.341 3.197 -0.517
H 2.298 0.944 4.067
Y 1.966 -1.988 -0.375
C -0.350 3.090 0.310
H -1.733 0.705 2.268
```

Calculated values
Multiplicity: 1
Orbital gap, eV: 7.2
E_tot, eV: -174701.66944
LUMO level, eV: -0.4

=====

# 8
# C14H13BrN2O4RuS2

A structure of composition C14H13BrN2O4RuS2 in a non-equilibrium geometry (wB97M-V/def2-TZVPD, OMol25).

Structure (XYZ):
```
37
Properties=species:S:1:pos:R:3
C -0.742 0.267 5.085
H 0.830 -0.119 6.488
H 1.709 -0.831 2.355
O -2.088 0.190 -1.599
C -1.153 0.274 3.768
C -4.094 -1.169 -1.551
S 0.451 2.167 -2.810
O 0.344 -1.977 -2.897
H -4.472 -2.171 -1.737
Ru 0.368 -0.151 -1.794
H 2.410 -0.850 4.736
C -0.253 -0.124 2.786
H 0.777 -3.785 -2.076
S 2.798 0.689 -1.910
O -1.829 0.217 1.047
H -2.133 0.371 -0.616
C 2.171 2.114 -2.657
H -2.147 0.585 3.487
C 1.203 -2.772 -2.196
C 0.533 -0.129 5.450
C 1.415 -0.533 4.463
H -2.090 -1.816 -1.079
C 4.395 3.060 -3.032
C -0.661 -0.080 1.327
Br -1.952 0.811 6.458
C -2.587 -1.126 -1.780
C 2.996 3.131 -3.102
H -4.317 -0.888 -0.524
C 2.495 4.308 -3.671
C 1.028 -0.531 3.136
H -4.590 -0.467 -2.216
N 2.141 5.295 -4.144
H 2.175 -2.860 -2.714
H -2.335 -1.418 -2.806
N 5.545 3.045 -3.009
O 0.253 -0.361 0.505
H 1.404 -2.366 -1.173
```

Calculated values
Multiplicity: 6
Orbital gap (alpha / beta), eV: 7.7 / 6.6
Charge: -1
Expectation value of S²: 8.76
E_tot, eV: -120194.72895
LUMO level (alpha / beta), eV: 2.3 / 1.0

=====

# 9
# C14H13Cl2N3O2

An isolated molecule of C14H13Cl2N3O2 in a non-equilibrium geometry (wB97M-V/def2-TZVPD, OMol25).

Structure (XYZ):
```
34
Properties=species:S:1:pos:R:3
C -1.686 -1.379 3.851
C -2.684 -2.582 4.165
H -2.349 -3.545 4.251
C -0.896 -0.720 -0.280
C 1.384 -0.649 -1.209
C -2.799 -1.026 2.751
H -4.539 -2.109 3.229
Cl 1.523 3.471 -2.551
C 3.746 1.032 -0.197
C -1.373 -1.470 0.698
N 0.201 -1.299 -0.969
N 1.526 0.726 -1.215
O -1.496 0.523 -0.277
N -2.434 0.580 0.845
H -3.375 -0.221 3.214
C 2.827 2.846 -1.452
Cl 4.188 5.371 -1.530
C 2.702 1.559 -0.989
H 3.481 0.038 0.161
H 0.298 -2.267 -0.774
C 5.093 2.992 -0.462
H -3.418 -3.057 2.232
C -3.462 -2.258 2.986
H 5.802 1.212 0.638
H -0.753 -1.706 3.437
H -3.298 -2.420 5.116
H -1.636 -0.694 4.717
H 0.682 1.202 -1.135
C -2.404 -0.646 1.435
C 4.036 3.620 -1.179
H 5.975 3.655 -0.287
C 5.012 1.622 -0.050
H -1.039 -2.474 0.974
O 2.320 -1.372 -1.085
```

Calculated values
Multiplicity: 1
SMILES string: O=C(Nc1cc(C2CCC2)no1)Nc1cccc(Cl)c1Cl
Orbital gap, eV: 9.7
E_tot, eV: -48334.85810
LUMO level, eV: 0.6

=====

# 10
# C14H13ClF6MnO

A structure of composition C14H13ClF6MnO in a non-equilibrium geometry (wB97M-V/def2-TZVPD, OMol25).

Structure (XYZ):
```
36
Properties=species:S:1:pos:R:3
C 0.266 -0.187 -2.635
F -2.703 2.345 -0.422
Cl 3.252 0.806 0.297
H 0.233 -1.855 2.263
F -2.789 3.095 1.641
C -1.574 0.966 1.314
H -0.440 -0.985 -2.873
H -1.804 1.670 3.355
H 1.153 2.921 -1.661
C -2.020 2.399 0.750
F -0.896 3.142 0.529
C -2.869 0.014 1.432
F -2.495 -1.141 2.064
H -1.092 1.426 -1.845
H 3.219 -2.985 -0.723
F -3.883 0.557 2.165
H 0.763 -3.216 -1.850
C 1.103 1.890 -2.000
H -0.191 1.935 2.622
C 0.697 -2.116 1.318
C 0.010 -2.436 0.114
H 2.260 -1.014 -3.303
H -1.065 -2.428 -0.026
F -3.369 -0.338 0.224
C 0.980 -2.828 -0.857
C -1.031 1.239 2.712
C -0.090 1.091 -2.091
C 2.196 1.108 -2.525
H 3.221 1.450 -2.644
O -0.737 0.348 0.511
H -0.651 0.311 3.145
H 2.878 -2.145 1.831
C 1.685 -0.198 -2.869
C 2.095 -2.289 1.093
C 2.272 -2.723 -0.255
Mn 1.416 0.172 -0.801
```

Calculated values
Multiplicity: 6
Orbital gap (alpha / beta), eV: 5.5 / 5.6
Charge: -2
Expectation value of S²: 8.76
E_tot, eV: -76924.47490
LUMO level (alpha / beta), eV: 5.6 / 5.6

=====

# 11
# C14H13F4IN5ORh

A structure of composition C14H13F4IN5ORh (wB97M-V/def2-TZVPD, OMol25).

Structure (XYZ):
```
39
Properties=species:S:1:pos:R:3
C 0.817 -2.020 2.941
H 2.350 0.160 2.377
C -1.808 3.734 -2.417
C 1.826 -1.855 0.775
C -0.468 3.781 -2.093
C 1.304 0.145 2.045
H 1.375 2.106 1.233
C 0.728 -1.394 -2.358
H 1.840 0.868 0.078
F 0.321 4.682 -2.683
C -0.687 1.949 -0.499
C -2.064 1.952 -0.832
H -3.081 -2.714 0.666
C 1.892 -0.639 -2.630
H 0.081 -1.595 3.619
N 0.789 -3.961 -2.512
C 1.138 1.100 0.883
H 1.882 -1.292 -0.151
C -2.199 -2.460 1.247
N -0.408 -0.718 -2.011
H 0.675 0.485 2.869
H -1.708 -3.324 1.684
O -1.356 -1.152 -1.274
N 0.891 -1.225 1.714
F -2.889 1.108 -0.211
F 1.401 3.024 -0.957
H 2.833 -1.909 1.210
H -2.226 4.402 -3.157
H 1.487 -2.862 0.542
C -2.596 2.801 -1.770
H 1.790 -2.047 3.448
C 0.090 2.923 -1.173
H 0.522 -3.040 2.699
I -2.824 -1.167 2.872
C 0.749 -2.805 -2.467
N -0.232 1.030 0.395
N 2.857 -0.026 -2.811
F -3.899 2.724 -2.045
Rh -1.197 -0.767 0.755
```

Calculated values
Multiplicity: 5
Orbital gap (alpha / beta), eV: 6.5 / 6.2
Expectation value of S²: 6.05
E_tot, eV: -46198.15712
LUMO level (alpha / beta), eV: -0.4 / -2.6

=====

# 12
# C14H13N3O5S

An isolated molecule of C14H13N3O5S (wB97M-V/def2-TZVPD, OMol25).

Structure (XYZ):
```
36
Properties=species:S:1:pos:R:3
H 3.014 -2.399 -3.148
H 1.458 2.630 -0.860
C 2.829 -1.778 -1.112
N -0.610 1.628 -2.122
H 3.055 -0.648 -2.928
C -1.194 -1.529 2.144
C 0.112 -1.938 2.351
H -3.513 -0.660 1.391
C -1.606 1.631 0.159
C 0.711 2.781 1.147
O 0.074 0.723 -2.542
C -0.367 2.561 1.990
N 1.478 -1.573 -1.065
C 3.378 -1.598 -2.509
S -3.031 0.660 -0.380
C 0.626 -1.607 0.033
O -1.258 2.398 -2.776
H 0.425 -2.226 3.343
C -0.543 1.886 -0.688
H 4.463 -1.636 -2.479
N -2.887 -0.686 0.602
O -4.246 1.301 0.004
C 0.627 2.451 -0.195
H -1.897 -1.489 2.964
O -2.814 0.297 -1.742
O 3.510 -2.074 -0.157
C -1.520 1.974 1.496
H 1.034 -1.257 -1.919
H -1.040 -1.014 -1.185
C 1.031 -1.962 1.318
H 2.052 -2.253 1.495
C -1.599 -1.174 0.862
H 1.620 3.215 1.532
H -2.368 1.779 2.133
H -0.304 2.832 3.032
C -0.700 -1.245 -0.189
```

Calculated values
Multiplicity: 1
SMILES string: CC(=O)Nc1cccc(NS(=O)(=O)c2ccccc2[N+](=O)[O-])c1
Orbital gap, eV: 8.4
E_tot, eV: -40269.28352
LUMO level, eV: -0.3

=====

# 13
# C14H14ClNO3S

An isolated molecule of C14H14ClNO3S in a non-equilibrium geometry (wB97M-V/def2-TZVPD, OMol25).

Structure (XYZ):
```
34
Properties=species:S:1:pos:R:3
Cl -4.889 -0.518 1.449
C -3.938 0.594 0.355
H 4.084 -2.165 0.607
H 3.865 -0.661 1.786
H 1.180 2.725 -1.142
C -1.815 1.105 -0.221
C 2.301 -1.312 0.433
C 1.643 -0.225 0.165
H 2.558 3.366 -0.522
C -0.366 -3.647 -0.453
H 2.672 1.985 -1.449
C -4.588 1.532 0.098
C 0.493 -2.404 -0.243
H -2.118 -0.782 1.119
C -3.720 2.477 -0.714
N -0.190 -1.170 -0.326
H -4.123 3.157 -1.222
H -1.459 -3.527 -0.839
H -0.464 -4.317 0.213
H -1.698 2.981 -1.391
H -5.674 1.577 0.061
H 0.090 -4.154 -1.328
H 2.197 -3.331 -0.003
C -2.482 0.250 0.575
H 4.415 -0.646 0.098
C -2.463 2.279 -0.648
O -0.426 1.087 -0.049
C 3.744 -1.223 0.664
S 2.247 1.409 0.642
O 3.640 1.611 1.142
C 2.042 2.516 -0.659
C 1.599 -2.540 0.251
O 1.323 2.128 1.606
C 0.322 -0.157 -0.058
```

Calculated values
Multiplicity: 1
SMILES string: Cc1cc(C)c(S(C)(=O)=O)c(Oc2cccc(Cl)c2)n1
Orbital gap, eV: 9.3
E_tot, eV: -45724.21182
LUMO level, eV: 0.0